Entry 1:
DFT (ωB97M-V/def2-TZVPD) results for a structure of composition C24H49Cl3GaN2O3 at a distorted geometry.

Calculated values
- net charge = -1
- 2S+1 = 3
- LUMO energy (spin up / spin down) (eV) = 2.07 / 0.99
- gap between HOMO and LUMO (spin up / spin down) (eV) = 7.19 / 6.10

Each line ends with the Löwdin spin population.
Positions of all 82 atoms, in Å:
C (6.600, 4.838, 3.273)  0.000
C (6.296, 3.196, 3.151)  0.000
Cl (7.829, 2.345, 2.485)  0.000
C (6.060, 2.679, 4.687)  0.000
Ga (4.339, 1.494, 4.921)  0.000
O (4.400, -0.093, 3.840)  0.000
C (2.574, 2.542, 4.824)  0.000
Cl (2.785, 4.036, 5.966)  0.000
C (2.025, 2.927, 3.339)  0.000
C (2.276, 4.499, 2.888)  0.000
Cl (2.625, 1.871, 1.947)  0.000
H (5.566, 5.383, 3.472)  0.000
H (7.122, 5.231, 2.291)  0.000
H (7.275, 5.020, 4.235)  0.000
H (5.379, 3.068, 2.434)  0.000
H (7.026, 2.112, 5.100)  0.000
H (5.913, 3.600, 5.427)  0.000
H (4.452, 0.944, 6.453)  0.000
H (4.964, 0.097, 3.010)  0.000
H (1.730, 1.892, 5.353)  0.000
H (0.838, 2.799, 3.370)  0.000
H (3.400, 4.717, 2.636)  0.000
H (1.686, 4.626, 1.858)  0.000
H (1.786, 5.285, 3.620)  0.000
C (2.086, -1.971, 1.761)  0.002
C (1.252, -1.776, 0.459)  0.022
C (-0.055, -0.969, 0.732)  0.014
C (-1.223, -1.770, 1.290)  0.001
C (-1.445, -3.044, 0.485)  0.013
C (-0.162, -3.901, 0.391)  0.023
N (1.007, -3.123, -0.155)  0.316
O (0.788, -2.938, -1.531)  0.603
C (0.156, -4.466, 1.804)  0.001
C (-0.459, -5.182, -0.451)  -0.001
C (2.156, -0.835, -0.416)  -0.001
H (2.210, -3.018, 2.048)  0.001
H (3.117, -1.613, 1.645)  0.000
H (1.650, -1.440, 2.613)  0.000
H (-0.399, -0.513, -0.207)  0.002
H (0.154, -0.132, 1.410)  0.001
H (-1.054, -2.000, 2.347)  0.000
H (-2.133, -1.158, 1.256)  0.001
H (-2.257, -3.623, 0.944)  0.001
H (-1.800, -2.776, -0.520)  0.003
H (1.070, -5.071, 1.793)  0.001
H (-0.657, -5.115, 2.156)  0.000
H (0.266, -3.696, 2.570)  0.000
H (-0.836, -4.951, -1.454)  -0.001
H (-1.226, -5.799, 0.031)  0.000
H (0.439, -5.802, -0.556)  0.000
H (3.084, -1.336, -0.716)  0.000
H (2.432, 0.065, 0.146)  0.000
H (1.647, -0.488, -1.322)  0.000
C (-3.851, 2.294, -4.067)  0.002
C (-4.283, 1.181, -3.065)  0.021
C (-3.058, 0.592, -2.300)  0.013
C (-2.262, -0.470, -3.044)  0.001
C (-3.183, -1.530, -3.635)  0.012
C (-4.280, -0.909, -4.532)  0.022
N (-5.075, 0.150, -3.814)  0.306
O (-5.914, -0.503, -2.894)  0.617
C (-3.601, -0.328, -5.805)  0.001
C (-5.188, -2.046, -5.095)  -0.001
C (-5.118, 1.964, -1.989)  -0.001
H (-4.073, 2.053, -5.109)  0.001
H (-4.395, 3.231, -3.899)  0.000
H (-2.782, 2.519, -3.997)  0.000
H (-3.405, 0.134, -1.363)  0.002
H (-2.377, 1.399, -2.002)  0.001
H (-1.648, -0.007, -3.824)  0.000
H (-1.558, -0.949, -2.352)  0.002
H (-2.584, -2.249, -4.209)  0.001
H (-3.639, -2.104, -2.818)  0.003
H (-4.339, 0.139, -6.469)  0.001
H (-3.106, -1.122, -6.379)  0.000
H (-2.822, 0.406, -5.591)  0.000
H (-5.643, -2.655, -4.305)  -0.001
H (-4.611, -2.737, -5.721)  0.000
H (-5.992, -1.636, -5.719)  0.000
H (-6.042, 2.370, -2.417)  0.000
H (-4.540, 2.806, -1.590)  0.000
H (-5.386, 1.340, -1.129)  0.000


Entry 2:
DFT (ωB97M-V/def2-TZVPD) results for a cluster of 3 separate species, C30H54Cl2N5O6P2S3 in total at a distorted geometry.

Calculated values
- net charge = -1
- LUMO energy (eV) = 2.03
- gap between HOMO and LUMO (eV) = 6.63

Each line ends with the Löwdin charge.
Positions of all 102 atoms, in Å:
C (-2.009, -4.856, 2.646)  -0.176
C (-2.536, -3.636, 1.863)  -0.801
Cl (-3.797, -4.250, 0.757)  0.610
C (-1.421, -2.957, 1.080)  -0.734
Cl (-0.174, -2.510, 2.311)  0.591
P (-1.968, -1.510, -0.142)  0.541
C (-0.329, -1.725, -1.157)  -0.293
C (0.256, -0.438, -1.738)  -0.256
C (1.631, -0.192, -1.132)  -0.225
C (2.693, -0.983, -1.884)  -0.211
C (4.046, -0.857, -1.186)  -0.227
C (4.088, -1.753, 0.059)  -0.260
C (4.138, -0.925, 1.328)  -0.456
S (5.788, -0.184, 1.414)  1.022
C (5.615, 0.907, 2.730)  -0.730
N (6.355, 1.878, 3.065)  0.042
N (5.760, 2.438, 4.195)  0.051
C (4.725, 1.764, 4.425)  -0.209
O (4.555, 0.751, 3.552)  0.031
O (-1.142, -0.285, 0.793)  -0.304
C (-1.995, 0.501, 1.554)  -0.407
C (-1.561, 1.965, 1.647)  -0.164
C (-2.708, 2.951, 1.832)  -0.258
C (-2.320, 4.366, 2.282)  -0.478
S (-0.693, 4.908, 1.779)  0.952
C (-1.022, 5.724, 0.263)  -1.064
S (-2.431, 6.545, 0.028)  0.675
N (-0.031, 5.684, -0.651)  -0.146
C (-0.487, 5.862, -2.036)  -0.181
C (0.603, 5.445, -3.012)  -0.200
O (1.876, 5.581, -2.449)  -0.110
C (2.013, 4.581, -1.461)  -0.178
C (0.791, 4.463, -0.578)  -0.179
C (-3.452, 0.177, 1.214)  -0.404
P (-4.325, 1.146, -0.148)  0.842
O (-5.087, -0.036, -0.968)  -0.282
O (-3.130, 1.696, -1.145)  -0.301
O (-3.393, -1.175, 0.747)  -0.390
H (-2.253, -4.793, 3.691)  0.065
H (-2.444, -5.756, 2.253)  0.029
H (-0.945, -4.966, 2.535)  0.033
H (-2.954, -2.953, 2.580)  0.080
H (-1.002, -3.726, 0.451)  0.060
H (-2.551, -2.565, -0.926)  -0.007
H (-2.412, -0.602, -1.185)  0.021
H (-0.575, -2.368, -1.993)  0.065
H (0.440, -2.226, -0.578)  0.046
H (-0.384, 0.415, -1.559)  0.076
H (0.342, -0.536, -2.812)  0.097
H (1.599, -0.473, -0.088)  0.095
H (1.889, 0.855, -1.160)  0.095
H (2.397, -2.020, -1.930)  0.109
H (2.753, -0.575, -2.882)  0.068
H (4.136, 0.168, -0.852)  0.083
H (4.818, -1.123, -1.892)  0.098
H (4.968, -2.383, 0.061)  0.096
H (3.198, -2.354, 0.121)  0.108
H (3.362, -0.178, 1.342)  0.082
H (4.014, -1.536, 2.205)  0.080
H (4.011, 1.918, 5.195)  0.125
H (-1.902, 0.127, 2.583)  0.131
H (-0.942, 2.181, 0.793)  0.090
H (-0.915, 2.048, 2.512)  0.106
H (-3.455, 2.557, 2.500)  0.113
H (-3.155, 3.101, 0.866)  0.040
H (-3.019, 5.047, 1.827)  -0.005
H (-2.384, 4.498, 3.351)  0.071
H (-1.373, 5.286, -2.265)  0.108
H (-0.679, 6.905, -2.203)  0.102
H (0.522, 5.995, -3.932)  0.123
H (0.456, 4.400, -3.279)  0.123
H (2.901, 4.787, -0.894)  0.121
H (2.161, 3.631, -1.959)  0.117
H (0.185, 3.625, -0.898)  0.126
H (1.133, 4.257, 0.417)  0.070
H (-4.115, 0.077, 2.056)  0.110
H (-4.811, 0.033, -1.888)  0.049
H (-3.316, 2.634, -1.229)  0.023
C (6.747, 1.653, -2.895)  -0.101
C (6.968, 1.643, -4.399)  -0.261
C (5.768, 2.175, -5.198)  -0.190
C (4.561, 1.374, -4.994)  -0.219
N (3.626, 0.707, -4.880)  0.165
H (5.919, 1.006, -2.610)  0.052
H (7.634, 1.296, -2.373)  0.076
H (6.532, 2.661, -2.544)  0.079
H (7.194, 0.625, -4.724)  0.110
H (7.839, 2.256, -4.635)  0.104
H (5.999, 2.160, -6.264)  0.115
H (5.543, 3.202, -4.913)  0.117
C (-7.362, -5.764, 2.296)  -0.112
C (-7.241, -7.094, 1.563)  -0.261
C (-6.873, -8.262, 2.486)  -0.198
C (-5.588, -8.056, 3.146)  -0.240
N (-4.576, -7.893, 3.666)  0.152
H (-6.412, -5.469, 2.740)  0.065
H (-7.655, -4.975, 1.606)  0.074
H (-8.112, -5.818, 3.089)  0.073
H (-6.492, -7.000, 0.775)  0.110
H (-8.190, -7.327, 1.076)  0.104
H (-6.816, -9.190, 1.917)  0.113
H (-7.634, -8.387, 3.258)  0.116


Entry 3:
DFT (ωB97M-V/def2-TZVPD) results for a structure of composition C43H45BrN4OSiSm at a distorted geometry.

Calculated values
- net charge = +1
- 2S+1 = 6
- LUMO energy (spin up / spin down) (eV) = -3.94 / -3.93
- gap between HOMO and LUMO (spin up / spin down) (eV) = 6.82 / 6.83

Each line ends with the Löwdin spin population.
Positions of all 96 atoms, in Å:
Sm (0.531, -0.206, -0.044)  5.059
Br (6.502, -0.375, -4.939)  0.000
C (5.537, -0.781, -3.407)  0.000
C (5.968, -0.306, -2.179)  0.000
C (5.213, -0.455, -1.046)  0.000
C (3.969, -1.124, -1.155)  0.000
C (3.521, -1.649, -2.346)  0.000
C (4.321, -1.496, -3.503)  0.000
N (3.121, -1.127, -0.052)  -0.006
C (3.544, -1.487, 1.119)  0.000
C (2.802, -1.323, 2.366)  0.000
C (3.314, -1.934, 3.525)  0.000
C (2.631, -1.786, 4.712)  0.000
C (1.515, -1.001, 4.714)  0.000
C (1.007, -0.504, 3.531)  0.000
N (1.616, -0.664, 2.349)  -0.005
H (6.940, 0.230, -2.194)  0.000
H (5.570, -0.024, -0.096)  0.000
H (2.529, -2.065, -2.459)  0.000
H (4.021, -1.962, -4.469)  0.000
H (4.564, -1.817, 1.233)  0.000
H (4.237, -2.520, 3.436)  0.000
H (2.982, -2.145, 5.688)  0.000
H (1.028, -0.678, 5.648)  0.000
H (0.040, 0.024, 3.550)  0.000
C (-2.389, 3.924, -1.802)  0.000
C (-1.215, 3.187, -1.135)  0.000
C (0.135, 3.483, -1.650)  0.000
C (0.607, 4.794, -1.613)  0.000
C (1.891, 5.124, -2.020)  0.000
C (2.750, 4.132, -2.363)  0.000
C (2.344, 2.808, -2.471)  0.000
C (3.274, 1.801, -3.100)  0.000
C (3.095, 1.862, -4.642)  0.000
C (1.002, 2.478, -2.083)  0.000
N (0.639, 1.041, -2.004)  -0.011
C (0.354, 0.343, -3.065)  0.001
C (-0.045, -0.984, -3.003)  0.000
C (-0.158, -1.882, -4.088)  -0.001
C (-0.293, -3.185, -3.538)  -0.001
C (-0.245, -3.029, -2.173)  -0.001
N (-0.109, -1.720, -1.790)  -0.012
H (-3.312, 3.629, -1.339)  0.000
H (-2.490, 3.750, -2.828)  0.000
H (-2.341, 4.984, -1.622)  0.000
H (-1.404, 2.120, -1.103)  0.000
H (-1.240, 3.466, -0.080)  0.000
H (-0.026, 5.616, -1.350)  0.000
H (2.172, 6.163, -1.903)  0.000
H (3.731, 4.382, -2.687)  0.000
H (3.144, 0.800, -2.735)  0.000
H (4.307, 2.075, -2.869)  0.000
H (2.065, 1.714, -4.986)  0.000
H (3.833, 1.113, -5.113)  0.000
H (3.376, 2.864, -5.069)  0.000
H (0.356, 0.765, -4.046)  0.000
H (-0.094, -1.624, -5.126)  0.000
H (-0.403, -4.093, -4.093)  0.000
H (-0.345, -3.776, -1.410)  0.000
C (-4.406, 1.032, 0.467)  0.000
C (-3.861, -0.410, 0.398)  0.000
C (-3.335, -0.624, -1.050)  0.000
C (-5.018, -1.378, 0.634)  0.000
Si (-2.406, -0.490, 1.604)  -0.001
O (-1.158, 0.405, 0.958)  -0.023
C (-1.801, -2.222, 2.009)  0.000
C (-1.400, -2.568, 3.291)  0.000
C (-0.739, -3.732, 3.575)  0.000
C (-0.401, -4.643, 2.574)  0.000
C (-0.924, -4.393, 1.344)  0.000
C (-1.629, -3.215, 1.047)  0.000
C (-2.921, 0.372, 3.186)  -0.001
C (-3.624, -0.248, 4.222)  0.000
C (-4.157, 0.483, 5.285)  0.000
C (-3.987, 1.859, 5.298)  0.000
C (-3.313, 2.525, 4.284)  0.000
C (-2.768, 1.769, 3.240)  0.000
H (-5.123, 1.139, -0.357)  0.000
H (-3.617, 1.788, 0.351)  0.000
H (-4.897, 1.193, 1.436)  0.000
H (-4.100, -0.442, -1.776)  0.000
H (-3.088, -1.650, -1.249)  0.000
H (-2.521, 0.065, -1.274)  0.000
H (-5.821, -1.243, -0.079)  0.000
H (-5.482, -1.258, 1.640)  0.000
H (-4.651, -2.421, 0.569)  0.000
H (-1.592, -1.856, 4.043)  0.000
H (-0.503, -3.949, 4.628)  0.000
H (0.177, -5.553, 2.738)  0.000
H (-0.815, -5.214, 0.589)  0.000
H (-1.987, -3.015, 0.078)  0.000
H (-3.747, -1.332, 4.171)  0.000
H (-4.625, 0.019, 6.150)  0.000
H (-4.316, 2.443, 6.131)  0.000
H (-3.130, 3.567, 4.378)  0.000
H (-2.303, 2.247, 2.381)  0.000


Entry 4:
DFT (ωB97M-V/def2-TZVPD) results for a cluster of 2 separate species, C5H15ClF6N4OP2 in total at a distorted geometry.

Calculated values
- net charge = 0
- LUMO energy (eV) = -1.88
- gap between HOMO and LUMO (eV) = 7.47

Each line ends with the natural charge from an NBO analysis.
Positions of all 34 atoms, in Å:
N (3.656, 1.366, 0.504)  -0.837
C (2.939, 0.239, -0.093)  -0.216
C (1.632, 0.721, -0.702)  -0.393
C (0.902, -0.421, -1.415)  -0.448
C (-0.633, -0.421, -1.404)  -0.215
N (-1.350, 0.486, -0.404)  -0.645
C (-1.709, 1.715, -0.730)  0.740
N (-3.062, 2.090, -0.644)  -0.830
N (-0.804, 2.655, -1.123)  -0.845
P (-2.504, -0.638, 0.502)  1.366
O (-3.246, 0.415, 1.500)  -1.005
Cl (-4.031, -0.908, -0.786)  -0.280
H (3.610, 2.182, -0.094)  0.339
H (4.630, 1.158, 0.670)  0.364
H (2.692, -0.478, 0.693)  0.227
H (3.531, -0.262, -0.870)  0.162
H (1.024, 1.155, 0.096)  0.208
H (1.862, 1.535, -1.406)  0.167
H (1.214, -0.438, -2.464)  0.209
H (1.226, -1.359, -0.977)  0.274
H (-1.094, -0.225, -2.372)  0.201
H (-0.953, -1.422, -1.091)  0.258
H (-3.210, 2.717, -1.432)  0.396
H (-3.320, 2.649, 0.166)  0.416
H (-0.662, 3.466, -0.546)  0.427
H (-0.165, 2.493, -1.882)  0.423
H (-2.697, 0.523, 2.293)  0.517
F (1.094, -2.607, 0.746)  -0.618
P (0.081, -3.029, 2.026)  2.596
F (-0.975, -3.241, 0.754)  -0.604
F (0.202, -1.404, 2.414)  -0.609
F (-1.284, -2.880, 2.951)  -0.594
F (1.491, -3.210, 2.820)  -0.576
F (-0.086, -4.621, 2.297)  -0.575